No. 1
Molecular formula: C96H64O64
Method: DFT, ωB97M-V/def2-TZVPD

Element x y z (Å)
O  2.85  2.88  -3.40
H  -5.75  -2.55  3.79
C  -2.85  6.41  -0.22
H  -3.02  2.11  3.59
C  -1.98  8.92  -1.40
C  4.05  0.52  0.38
H  -1.17  2.18  6.79
C  -8.11  -1.98  0.55
O  -2.58  -1.65  2.30
O  3.01  0.06  -8.58
C  4.17  -7.05  -4.59
C  -0.51  -3.92  -2.59
C  -0.31  4.77  3.82
H  -4.72  -1.30  -0.88
H  -6.46  -4.66  4.63
C  6.31  1.55  -3.29
C  -3.42  2.76  -2.83
H  -3.15  -0.95  2.64
O  -1.74  9.90  -2.22
C  -0.84  -1.10  4.67
C  7.08  0.94  -2.22
O  -2.67  2.02  4.50
H  5.58  -3.13  0.94
C  2.94  3.30  3.12
C  -2.64  3.58  -3.59
H  5.92  -8.39  -8.23
C  -0.70  -1.64  0.87
O  0.97  -1.21  -0.78
O  0.48  7.52  -3.00
O  2.97  1.01  -6.09
O  -0.57  4.11  -4.53
C  -1.73  -1.01  1.48
H  0.34  6.90  -0.98
H  1.36  -6.56  0.60
C  3.50  -3.06  -6.73
H  2.33  -8.54  -7.27
C  -0.44  -6.51  -2.22
H  5.21  1.35  -3.46
C  -4.42  -2.07  7.56
C  -0.32  -5.34  1.57
O  3.55  -0.32  -1.78
O  5.58  -1.33  3.04
C  4.91  -2.26  0.94
C  3.30  3.05  4.41
H  -1.45  2.35  0.44
O  -2.24  -7.43  4.56
C  3.54  4.38  2.19
H  -0.12  -8.54  3.04
H  -2.04  -0.62  -2.42
C  9.14  2.40  -2.89
C  5.16  -1.18  1.88
H  -3.59  0.50  5.99
C  0.18  3.64  6.07
C  0.22  -6.73  2.03
O  -3.02  -5.07  3.91
H  5.27  0.52  3.23
O  -1.69  -2.97  5.91
O  -3.52  -5.21  -1.14
C  -6.07  3.67  -0.20
H  -9.00  -1.37  0.30
C  3.17  -8.08  -6.76
C  3.15  -0.82  -7.58
C  -5.99  4.71  0.87
C  -4.26  -1.14  6.60
O  1.38  -5.21  -2.97
H  4.91  6.09  2.17
O  0.89  6.16  -0.78
H  6.81  3.82  -5.28
C  -2.95  7.83  -2.13
O  -5.12  -4.35  7.89
C  -2.38  -5.31  -1.56
O  3.71  -4.25  -6.84
O  -6.13  4.10  -1.37
O  -5.21  2.65  3.63
O  9.30  0.79  -1.25
H  3.92  -4.09  -4.72
H  -0.99  9.40  0.53
H  0.35  1.59  -3.73
C  -6.06  2.31  0.20
H  1.33  0.44  -0.94
O  -3.57  0.54  -1.93
H  0.85  0.61  2.57
H  -5.53  0.70  2.83
H  -2.37  9.65  -2.95
O  4.96  1.07  2.50
C  3.07  -1.14  -5.15
O  -2.64  -3.03  -2.20
C  -0.81  -2.44  5.18
C  6.87  2.54  -3.94
C  -5.61  3.01  2.56
H  2.89  0.97  -8.17
C  -5.90  2.01  1.49
H  1.70  6.79  -5.14
O  -4.50  -2.05  -0.31
C  -2.95  1.44  -2.54
C  4.48  -1.96  -0.29
O  3.70  -3.19  -4.34
C  -4.69  -1.34  5.19
O  5.23  6.14  4.81
C  4.17  4.10  5.00
O  -1.65  7.09  1.70
H  5.30  5.76  5.70
C  -1.14  3.22  -3.92
H  -2.27  5.16  -4.43
C  1.28  -2.93  3.93
O  -6.14  5.94  0.42
C  0.33  -3.33  4.76
C  -1.60  -6.98  3.65
C  4.60  5.28  4.08
O  4.94  -8.55  -8.22
H  2.21  3.97  -1.01
C  -4.96  -3.38  7.17
C  1.27  -1.55  3.38
O  -6.08  -4.64  5.54
O  -3.17  5.44  0.53
C  3.48  -2.40  -5.39
H  0.95  -7.27  -3.11
H  10.15  2.78  -2.77
C  3.03  -0.22  -6.22
H  -0.47  -4.64  5.82
C  4.49  -8.08  -7.10
O  -1.28  -0.16  -2.83
H  -2.61  5.57  1.33
H  -0.01  -3.05  -3.04
H  2.80  2.36  5.08
H  6.36  -6.80  -4.41
C  5.72  -7.61  -6.23
C  -1.79  -4.06  -2.20
O  -3.18  0.81  1.83
H  -1.72  -0.48  4.85
C  4.73  0.21  1.55
C  -5.44  -2.48  4.79
C  8.58  1.40  -2.19
O  0.28  -4.58  5.18
C  -1.28  1.29  0.44
C  4.44  5.34  2.77
C  -5.63  -3.34  1.16
C  -1.63  8.72  -0.06
C  -1.58  1.06  -3.01
H  -3.38  -5.74  4.50
C  4.03  -0.47  -0.65
C  8.28  3.01  -3.86
H  -2.12  -7.50  -1.37
O  6.12  3.27  -4.79
O  2.94  4.40  -5.48
O  -3.60  -0.04  6.81
C  -1.65  -6.53  -1.60
C  -6.82  -3.61  1.90
H  -0.24  5.61  3.16
C  -2.17  0.48  1.25
H  -8.98  -3.88  2.90
C  0.11  -0.70  3.78
O  6.70  0.05  -1.38
H  4.29  -2.35  -2.16
O  8.55  3.98  -4.56
O  3.89  -6.43  -3.49
O  -6.67  -0.63  -0.81
H  -4.71  -3.76  1.47
C  -1.56  -4.94  2.11
H  -6.23  5.84  -0.57
H  1.88  5.27  6.08
H  3.00  3.41  -5.28
H  3.72  1.55  0.15
H  2.92  -6.37  -3.31
H  2.08  2.72  1.49
O  0.28  -7.53  -2.43
O  -3.37  8.17  -3.26
C  -0.67  1.91  -3.53
C  -6.78  -1.58  -0.04
C  2.36  3.97  -3.21
H  -0.35  -2.68  1.02
H  8.63  0.22  -0.84
O  -6.95  -4.39  2.85
O  4.55  -2.75  -1.34
O  3.16  4.43  1.04
C  -0.40  -7.50  2.98
O  6.82  -7.79  -6.77
C  0.03  -0.86  -0.04
C  2.90  -7.69  -5.40
C  -0.22  0.62  -0.07
O  4.58  4.14  6.17
O  0.28  -4.88  0.54
O  2.11  -1.13  2.57
C  -3.34  6.70  -1.46
H  2.71  -0.92  -4.09
C  1.87  6.13  -4.28
O  1.25  -7.21  1.32
O  -3.04  4.75  -4.02
C  1.21  6.56  -3.07
C  0.40  4.68  4.96
C  5.49  -7.10  -4.96
H  -3.84  5.91  -1.99
C  -5.48  -3.48  5.70
H  -6.05  1.57  -0.53
C  2.40  4.92  -4.40
O  -1.95  3.59  2.61
O  1.82  -7.75  -4.79
C  -1.31  3.78  3.67
C  0.23  -5.17  -2.65
C  -5.86  4.40  2.17
C  -1.68  2.84  4.81
C  -2.08  -5.59  3.18
O  -9.19  -3.30  2.14
O  1.03  3.64  6.96
C  -8.15  -2.90  1.51
O  1.44  5.44  5.23
C  2.02  4.50  -1.91
C  -5.63  -2.35  0.28
H  3.49  -2.45  -8.85
O  1.97  2.62  2.53
O  -4.27  -0.53  4.33
C  -1.00  2.85  5.94
H  -3.25  -3.23  -1.49
C  1.41  5.71  -1.87
H  2.13  -3.55  3.69
H  -4.02  -2.00  8.55
C  3.42  -2.09  -7.83
H  -5.84  5.13  2.97
O  0.79  1.20  -0.71
H  -1.99  -4.00  1.77
H  -4.41  3.10  -2.57
O  0.16  0.52  3.27
C  -1.97  7.46  0.56
O  -5.92  0.73  1.91

Values from the calculation:
E_tot in Ha: -8511.8664
HOMO energy in hartree: -0.3385
LUMO in eV: -2.12
Net charge: 0
Max |F| in eV/A: 4.49

Here are the Mulliken charges for atoms 1 to 99, given in e:
1. O -0.207
2. H 0.082
3. C -0.078
4. H -0.582
5. C 0.174
6. C -0.186
7. H 0.557
8. C -1.053
9. O 2.023
10. O -0.650
11. C 0.243
12. C -0.627
13. C -1.361
14. H 0.042
15. H 0.497
16. C -0.274
17. C -1.031
18. H -1.367
19. O -0.603
20. C -0.333
21. C 0.902
22. O -0.361
23. H 0.507
24. C 0.076
25. C -0.173
26. H 0.427
27. C 0.828
28. O -1.182
29. O -0.578
30. O -0.450
31. O -0.655
32. C 0.046
33. H 0.099
34. H 0.282
35. C 0.679
36. H 0.461
37. C 0.160
38. H 0.320
39. C -0.835
40. C 0.855
41. O 0.011
42. O -0.745
43. C -1.004
44. C -0.582
45. H 0.578
46. O -0.639
47. C 0.817
48. H 0.500
49. H 0.084
50. C -0.945
51. C 1.314
52. H 0.277
53. C 0.752
54. C -0.291
55. O 0.182
56. H 0.393
57. O -0.683
58. O -0.688
59. C 1.249
60. H 0.402
61. C -1.185
62. C 0.167
63. C -0.246
64. C 0.016
65. O -0.120
66. H 0.577
67. O -0.578
68. H 0.390
69. C 0.895
70. O -0.587
71. C 1.209
72. O -0.488
73. O -0.813
74. O -0.587
75. O -0.610
76. H 0.074
77. H 0.397
78. H 0.659
79. C -0.617
80. H -0.629
81. O -0.545
82. H -0.750
83. H 0.134
84. H 0.437
85. O -0.548
86. C 0.402
87. O -0.717
88. C 1.146
89. C 0.042
90. C 1.004
91. H 0.388
92. C 0.181
93. H 0.391
94. O 0.278
95. C 1.171
96. C 0.303
97. O -0.151
98. C 0.871
99. O -0.619

No. 2
Molecular formula: C40H79N11O8PS
Method: DFT, ωB97M-V/def2-TZVPD

Element x y z (Å)
C  -1.54  -4.36  -2.73
H  1.11  -4.86  -3.59
O  -0.84  1.51  -0.12
H  -0.48  3.03  4.17
O  2.49  5.50  3.53
C  4.40  3.35  3.79
H  -4.44  -2.82  3.97
H  2.22  8.24  3.10
H  1.03  -0.92  -4.57
H  6.90  -3.88  1.30
H  -1.32  -2.14  -5.69
H  5.32  3.90  3.57
H  -1.44  2.14  5.37
H  -3.16  -0.32  7.06
C  -3.08  -1.99  -3.10
H  -5.27  1.74  -2.15
N  3.19  -3.27  -7.39
H  0.53  8.82  3.13
H  1.49  6.12  -2.32
H  -1.42  5.18  7.46
H  0.29  4.24  -4.81
C  -1.82  -2.94  -3.49
S  -0.64  -6.68  -4.66
C  3.57  3.65  1.46
H  7.70  -3.23  -0.15
H  -2.68  -2.80  4.32
H  -2.99  4.47  7.00
C  5.27  -1.23  0.50
H  -0.52  5.92  1.24
O  3.32  0.85  1.39
H  -2.77  -1.17  1.90
H  4.02  0.83  3.30
H  -0.23  2.40  -3.12
H  -2.26  0.70  -2.19
H  1.81  -4.33  -6.25
H  -3.03  0.47  1.25
H  5.23  -1.18  -0.59
N  -3.83  -1.57  5.55
C  -4.54  0.88  -1.75
H  -3.37  -7.40  2.91
H  2.86  -5.28  -7.95
C  6.77  -3.22  0.43
O  -2.23  6.29  5.03
C  -3.01  -7.42  1.77
H  -5.01  -1.61  -5.15
C  3.74  1.41  2.40
H  1.14  7.77  4.44
H  -5.25  0.29  -5.05
H  7.15  -0.22  1.97
H  4.52  -4.66  -8.17
C  -5.08  -1.85  6.23
H  -1.28  5.04  3.74
C  -3.09  -5.98  1.03
P  -0.09  -5.56  -3.12
C  -2.17  -8.84  -0.14
H  -0.65  -1.06  -1.74
C  0.30  -1.23  -2.42
N  -4.01  -2.44  -2.04
O  2.01  -2.42  -5.59
C  3.89  -2.03  -7.64
H  3.16  -1.24  -7.84
C  -2.38  -0.41  1.22
C  -0.43  -0.65  2.76
C  -3.27  0.74  -2.80
C  7.45  -1.24  1.68
C  -1.66  5.24  4.75
C  -0.77  2.98  5.22
H  5.94  -3.59  -0.18
C  -2.69  -4.65  -1.55
H  4.18  3.38  0.59
H  4.61  2.57  4.53
N  -1.04  -0.02  1.61
C  0.90  5.30  -1.88
H  0.39  2.67  -1.46
H  -0.38  -1.72  2.59
C  -0.02  -1.07  -4.02
H  -2.36  -0.80  0.20
C  2.29  -3.34  -6.35
H  -5.73  -0.85  -3.59
H  -4.45  -3.84  -0.63
H  -5.15  -2.92  6.42
H  -3.27  1.73  -3.47
N  0.65  4.27  -2.76
C  1.19  7.99  3.36
C  -0.34  6.88  1.73
H  -4.17  1.25  -0.68
N  6.51  -1.87  0.89
H  -5.16  -0.10  -1.60
H  -5.91  -1.53  5.60
H  0.81  -2.25  -2.14
H  2.52  3.51  1.20
C  -3.39  -0.52  -3.84
C  -0.38  0.94  0.86
H  -3.44  -1.41  3.51
H  -0.61  -0.08  -4.19
H  0.63  1.16  1.24
C  -4.93  -0.67  -4.44
O  8.51  -1.73  2.04
C  -2.22  -7.51  -1.08
O  0.51  5.35  -0.72
O  -1.80  -0.46  5.55
H  -3.43  -4.99  1.57
H  4.44  -1.83  0.87
N  0.80  6.80  2.63
H  1.71  5.20  -4.33
C  -0.78  -2.41  -4.67
C  -1.90  4.32  6.99
C  1.52  5.64  2.79
N  -2.58  -8.77  1.29
N  -1.44  4.20  5.63
H  3.22  -4.14  -9.28
H  4.57  -2.13  -8.49
H  3.75  4.69  1.73
H  -5.13  -1.32  7.19
C  -2.87  -0.74  6.08
H  1.79  3.42  -4.28
H  -1.92  -7.64  -2.22
C  3.46  -4.41  -8.24
H  4.46  -1.76  -6.74
N  -3.75  -3.61  -1.41
H  -2.70  -0.37  -4.77
H  1.07  -0.38  -2.10
H  0.08  -3.19  -4.89
H  1.14  4.80  2.19
H  3.65  4.03  4.19
C  -2.65  -5.98  -0.59
H  -1.05  -0.45  3.64
H  -0.14  7.64  0.97
C  1.14  4.29  -4.12
N  3.90  2.77  2.56
C  -0.12  3.13  -2.31
H  -1.22  7.16  2.31
H  -1.11  3.47  -1.99
H  0.57  -0.26  2.93
H  5.21  -0.22  0.91
H  0.13  2.85  5.83
H  0.20  -6.48  -2.04
C  -3.59  -2.19  4.26
H  -1.85  -9.90  -0.58
H  -1.66  3.42  7.56

Values from the calculation:
E_tot in Ha: -3514.5089
HOMO energy in hartree: -0.3765
LUMO in eV: -4.86
Net charge: +1
Max |F| in eV/A: 6.25

Here are the Mulliken charges for atoms 1 to 99, given in e:
1. C -0.201
2. H 0.144
3. O -0.671
4. H 0.092
5. O -0.736
6. C -0.879
7. H 0.393
8. H 0.315
9. H 0.562
10. H 0.299
11. H 0.280
12. H 0.326
13. H 0.423
14. H 0.305
15. C -0.024
16. H 0.296
17. N 0.127
18. H 0.408
19. H 0.318
20. H 0.319
21. H 0.302
22. C 0.587
23. S -0.363
24. C -0.897
25. H 0.295
26. H 0.357
27. H 0.318
28. C -0.663
29. H 0.295
30. O -0.616
31. H -0.241
32. H 0.470
33. H 0.107
34. H -0.390
35. H 0.117
36. H 0.213
37. H 0.329
38. N 0.167
39. C -1.008
40. H 0.279
41. H 0.297
42. C -0.969
43. O -0.640
44. C -0.200
45. H 0.348
46. C -0.020
47. H 0.320
48. H 0.350
49. H 0.288
50. H 0.343
51. C -0.922
52. H 0.116
53. C -0.418
54. P 0.061
55. C -0.247
56. H -0.097
57. C -0.547
58. N -0.493
59. O -0.633
60. C -0.947
61. H 0.283
62. C -0.124
63. C -0.411
64. C 0.287
65. C 0.099
66. C 0.327
67. C -0.809
68. H 0.370
69. C 0.640
70. H 0.321
71. H 0.324
72. N 0.377
73. C -0.056
74. H 0.128
75. H 0.289
76. C -0.150
77. H -0.093
78. C 0.280
79. H 0.269
80. H 0.292
81. H 0.335
82. H 0.458
83. N 0.329
84. C -1.096
85. C -1.055
86. H 0.157
87. N 0.186
88. H 0.271
89. H 0.333
90. H 0.171
91. H -0.023
92. C 0.108
93. C 0.276
94. H 0.147
95. H -0.014
96. H 0.114
97. C -1.261
98. O -0.585
99. C -0.223

No. 3
Molecular formula: C15H19BrF3N3OSi
Method: DFT, ωB97M-V/def2-TZVPD

Element x y z (Å)
C  -1.42  -2.05  1.37
H  -1.25  0.11  4.40
C  -0.96  1.34  -1.89
H  -1.61  2.18  -1.84
C  -2.68  -0.50  -2.18
C  -3.06  0.58  1.47
N  4.35  -0.17  -0.50
H  0.01  2.65  2.00
C  0.83  0.06  -1.54
C  1.09  2.52  -0.97
C  2.19  -0.46  -1.38
H  0.93  0.38  2.20
C  0.11  0.56  1.50
H  -3.97  -0.02  1.74
C  0.10  2.00  1.09
F  -2.94  -0.70  -3.48
Si  -1.51  -0.30  2.03
Br  6.53  -1.64  -1.66
C  3.11  0.19  -0.60
H  0.43  0.01  0.64
O  1.29  2.41  0.41
H  1.82  -2.20  -2.60
H  -2.77  -0.67  4.19
H  2.09  2.56  -1.45
H  -2.99  0.77  0.40
H  -1.89  -2.11  0.42
F  -2.77  -1.66  -1.51
H  2.79  1.06  -0.05
C  2.53  -1.65  -2.00
C  4.74  -1.20  -1.27
C  3.86  -2.07  -1.88
H  -1.85  -2.82  2.02
C  -1.27  0.02  -1.99
N  -0.18  -0.75  -1.78
H  4.26  -2.81  -2.52
H  0.54  3.44  -1.16
H  -0.38  -2.28  1.27
N  0.38  1.38  -1.61
H  -0.76  2.22  0.50
H  -1.23  -1.61  4.09
C  -1.72  -0.68  3.83
H  -3.22  1.53  1.97
F  -3.54  0.41  -1.68

Values from the calculation:
E_tot in Ha: -3985.6118
Energy relative to the best compared isomer or geometry (same formula, charge and spin) in kcal per mole: 10.6
HOMO energy in hartree: -0.3271
LUMO in eV: 0.16
Net charge: 0
Max |F| in eV/A: 2.85

Charges per atom according to natural (NBO) partitioning, unit e:
1. C -1.107
2. H 0.226
3. C -0.055
4. H 0.235
5. C 0.975
6. C -1.124
7. N -0.429
8. H 0.192
9. C 0.351
10. C 0.099
11. C -0.162
12. H 0.244
13. C -0.891
14. H 0.250
15. C -0.068
16. F -0.311
17. Si 1.620
18. Br 0.073
19. C 0.054
20. H 0.241
21. O -0.533
22. H 0.245
23. H 0.242
24. H 0.206
25. H 0.237
26. H 0.245
27. F -0.310
28. H 0.223
29. C -0.096
30. C 0.150
31. C -0.280
32. H 0.235
33. C -0.033
34. N -0.429
35. H 0.233
36. H 0.189
37. H 0.231
38. N -0.369
39. H 0.170
40. H 0.237
41. C -1.115
42. H 0.234
43. F -0.324